19 unconnected molecules or ions with the total composition C45H128O31, computed with the ωB97M-V functional and the def2-TZVPD basis.

Geometry as XYZ:
```
204
Properties=species:S:1:pos:R:3:forces:R:3
C -0.82791 5.38517 3.84528 0.740 0.761 0.366
C -0.87474 3.88321 3.91769 -0.701 -0.381 -0.884
C 0.09203 3.19438 4.89281 -0.633 0.854 -0.815
O -2.21278 3.56135 4.23452 0.126 -1.224 1.386
H -0.56943 5.72659 4.84763 0.083 0.507 -0.019
H -1.78123 5.83842 3.57352 -0.112 -0.373 0.045
H -0.12197 5.76790 3.10821 0.385 -0.036 0.195
H -0.66788 3.49103 2.92194 0.205 -0.177 -0.319
H 0.10826 2.12393 4.68795 -0.090 0.120 0.240
H -0.23078 3.43616 5.90546 0.117 -0.191 0.151
H 1.08471 3.60299 4.70387 0.118 -0.093 0.204
H -2.77850 3.59846 3.45981 0.044 0.399 -0.180
C 3.69476 2.26720 3.57581 -0.939 0.649 0.306
C 4.14227 3.62008 3.00044 -0.668 -0.022 0.986
C 3.01160 4.54745 2.51775 0.583 0.050 0.288
O 4.89642 4.35067 4.00753 -0.310 -0.589 -0.827
H 2.93189 1.79553 2.95640 0.254 -0.206 -0.485
H 3.12457 2.40162 4.49501 0.272 0.181 0.252
H 4.51321 1.57569 3.77599 0.126 0.021 -0.158
H 4.77987 3.35827 2.15605 0.270 0.430 -0.312
H 2.38341 5.02679 3.26856 0.083 -0.685 0.677
H 2.35010 4.00834 1.83961 0.182 0.288 -0.379
H 3.48635 5.43097 2.09101 -0.091 -0.274 -0.740
H 5.42441 3.67128 4.43328 0.262 0.141 0.275
C -5.59573 -2.77200 -0.78432 -0.315 -0.624 0.302
C -4.23950 -2.22582 -0.35750 -1.003 -1.006 -0.050
C -4.33721 -1.85525 1.11325 0.439 0.673 0.009
O -3.25918 -3.28204 -0.58067 -0.752 1.241 -0.216
H -6.42475 -2.10672 -0.54304 0.216 0.463 -0.303
H -5.83999 -3.63591 -0.16618 0.231 -0.355 -0.009
H -5.65949 -3.09124 -1.82457 0.155 0.164 -0.057
H -4.02121 -1.37332 -1.00068 0.421 0.086 0.177
H -4.35658 -2.73140 1.76138 -0.127 -0.102 -0.154
H -5.23170 -1.25376 1.27511 -0.185 -0.186 0.020
H -3.52162 -1.21189 1.44342 0.274 -0.146 -0.103
H -2.42876 -2.82274 -0.43564 0.743 0.143 0.154
C -3.46347 -1.53865 4.66023 -1.241 0.849 0.241
C -2.19186 -2.07983 4.14057 1.019 -0.346 -0.121
C -1.02655 -1.08829 4.25642 0.302 -0.432 0.377
O -1.94768 -3.29726 4.84026 -0.215 0.569 0.677
H -3.78039 -0.63269 4.14359 0.118 -0.008 -0.358
H -3.38499 -1.20120 5.69371 0.158 -0.380 0.210
H -4.27667 -2.25865 4.56847 0.060 -0.084 0.121
H -2.29194 -2.35856 3.09158 -0.144 0.252 -0.362
H -0.11129 -1.62924 4.01604 0.168 0.145 -0.394
H -0.84363 -0.72410 5.26737 -0.388 -0.115 0.265
H -1.11143 -0.18844 3.64719 -0.156 -0.147 -0.264
H -1.23337 -3.79401 4.43455 0.184 -0.225 -0.229
C 1.06033 -0.96271 0.25563 -0.660 1.244 -0.443
C -0.37550 -0.43608 0.38016 -0.458 -0.371 0.733
C -0.67457 0.94900 -0.18021 0.230 -0.441 0.930
O -1.22657 -1.38802 -0.24682 -0.306 0.026 0.382
H 1.72724 -0.52975 1.00121 -0.078 -0.401 0.282
H 1.42240 -0.57788 -0.69774 0.315 -0.388 -0.337
H 0.97196 -2.04899 0.23913 0.581 0.076 0.300
H -0.68045 -0.46121 1.42633 0.071 0.109 0.151
H -0.36672 1.02560 -1.22303 0.053 0.256 0.105
H -0.18576 1.65343 0.49280 0.281 0.431 -0.459
H -1.74291 1.13636 -0.07231 -0.044 -0.033 -0.201
H -0.90326 -1.39354 -1.15073 -0.184 -0.479 -1.006
C -4.35942 1.50856 2.54196 0.523 0.909 0.311
C -4.58945 2.83408 1.74928 -0.709 -2.053 -1.160
C -6.06405 3.08186 1.50838 -0.619 -0.603 0.507
O -3.99655 3.93438 2.35781 -0.012 0.409 0.366
H -4.50248 1.69325 3.60664 -0.222 0.009 0.078
H -3.32876 1.16414 2.45700 0.224 0.226 -0.104
H -4.95244 0.64366 2.24466 -0.359 0.497 -0.238
H -4.12474 2.68901 0.77404 0.192 -0.043 -0.310
H -6.32438 3.96695 0.92792 0.336 0.152 -0.034
H -6.57216 3.13565 2.47120 -0.080 0.219 0.125
H -6.51690 2.22682 1.00645 0.095 -0.042 -0.187
H -4.41894 4.70086 1.96323 0.290 0.363 0.164
C -3.17156 0.50155 -4.18491 0.411 -0.007 0.730
C -4.47602 0.54211 -3.36718 -0.629 1.030 -0.402
C -4.35984 1.32746 -2.07220 0.375 -0.583 0.434
O -5.51351 1.23742 -4.06479 -0.243 0.248 -1.088
H -2.42749 -0.06785 -3.62792 -0.144 -0.573 0.019
H -2.63077 1.44597 -4.24589 -0.630 0.576 -0.113
H -3.24736 0.09863 -5.19486 -0.316 -0.102 0.146
H -4.87723 -0.45931 -3.21131 0.544 -0.305 0.322
H -5.30811 1.42673 -1.54397 -0.177 -0.555 -0.080
H -4.09826 2.37230 -2.23946 0.578 -0.147 -0.261
H -3.65154 0.79148 -1.44044 0.225 0.472 0.373
H -6.28858 0.67630 -4.14232 0.077 0.013 -0.033
C 0.71069 5.21692 -4.74845 0.681 0.621 -0.659
C -0.48392 4.44451 -5.34087 0.339 -1.145 -0.240
O -1.71332 5.08905 -5.14384 -0.364 1.154 0.962
O 2.04736 4.69882 -5.01111 -1.470 0.263 -0.412
H 0.66044 5.38869 -3.67325 -0.565 -0.192 0.064
H 0.70304 6.19452 -5.23046 -0.022 0.168 0.148
H -0.52778 3.45068 -4.89537 0.123 -0.333 0.234
H -0.44306 4.28044 -6.41768 0.996 0.054 -0.218
H -2.44137 4.53779 -5.43991 0.152 -0.121 -0.039
H 2.01127 3.74094 -5.06378 0.107 -0.447 0.072
C 4.40221 5.08458 -1.32447 -0.326 0.149 0.171
C 3.08955 5.01722 -2.09368 1.388 -1.249 -0.326
O 2.09320 4.35398 -1.33786 -0.308 1.053 0.095
O 4.28850 6.08446 -0.34915 0.206 0.915 0.406
H 5.25365 5.23145 -1.98897 0.035 0.449 -0.365
H 4.64149 4.16690 -0.78714 -0.446 -0.682 -0.253
H 3.35004 4.43032 -2.97447 -0.274 -0.253 -0.173
H 2.78632 5.96657 -2.53516 -0.196 0.276 0.659
H 2.06764 3.45993 -1.68661 -0.118 -0.448 -0.071
H 5.10929 6.11192 0.14799 0.010 0.127 0.154
C 5.95952 -2.93310 3.70451 -0.369 -1.744 -0.339
C 4.50454 -3.21015 3.28859 0.336 1.015 -0.896
O 4.30117 -4.55132 3.32419 0.215 -2.784 0.443
O 6.36390 -1.65366 3.50919 0.295 2.807 0.612
H 6.64915 -3.51836 3.09625 -0.493 -0.964 -0.229
H 6.16026 -3.28299 4.71713 -0.227 0.388 0.290
H 4.38395 -2.91226 2.24704 0.192 0.701 -0.302
H 3.67302 -2.75221 3.82428 0.459 0.893 0.617
H 3.53377 -4.76289 2.78759 -0.239 -0.035 0.153
H 6.55334 -1.49970 2.58074 -0.140 -0.036 -0.223
C -0.21383 -4.43181 2.12840 1.789 0.797 0.051
C 0.81912 -5.19457 1.27328 -1.707 -0.050 -0.940
O 2.12445 -5.31693 1.86474 -1.189 0.054 -0.196
O -0.38688 -5.05675 3.36864 -0.265 -0.656 0.506
H -1.20284 -4.22893 1.71753 0.171 -0.652 -0.600
H 0.21150 -3.44464 2.30917 0.162 0.450 -0.009
H 0.88765 -4.77093 0.27131 0.183 0.660 0.035
H 0.35422 -6.15573 1.05384 0.314 -0.580 0.428
H 2.59677 -5.88080 1.24785 0.300 -0.133 0.105
H 0.43329 -5.49669 3.60397 0.178 -0.022 0.199
C 1.34740 1.31385 -3.34692 0.897 -2.123 0.027
C 2.08227 0.77191 -4.59273 -1.159 0.491 0.413
O 2.35354 1.84656 -5.45278 0.309 0.561 -0.835
O 2.26635 1.94825 -2.49928 -0.368 1.269 -0.027
H 1.00326 0.42658 -2.81549 -0.484 -0.263 -0.024
H 0.47270 1.93436 -3.54179 0.355 0.258 -0.217
H 1.47682 0.03545 -5.12109 -0.176 -0.199 0.190
H 3.02006 0.29452 -4.30860 0.048 -0.064 0.268
H 1.97644 1.65083 -6.31365 0.119 0.156 -0.079
H 3.02047 1.37446 -2.34544 0.343 -0.486 0.118
C -3.30685 -2.70718 -6.69473 1.125 -0.719 0.115
C -1.92760 -2.60445 -5.99413 -0.506 0.423 0.135
O -2.10171 -2.69356 -4.55498 -0.288 0.296 -1.584
O -3.11657 -2.40514 -8.06713 0.146 0.385 0.124
H -4.01614 -2.06671 -6.17049 -0.016 0.215 -0.129
H -3.63476 -3.74381 -6.61726 -0.275 -0.129 0.248
H -1.45768 -1.66068 -6.27085 -0.238 0.334 0.371
H -1.19641 -3.34169 -6.32569 -0.321 -0.403 -0.067
H -2.08076 -3.63796 -4.38385 0.135 -0.374 0.448
H -3.96043 -2.38965 -8.52457 -0.071 -0.036 0.063
C 4.45801 -3.66808 -2.28114 -0.363 -0.305 0.685
C 5.83735 -3.11246 -2.02823 0.236 0.077 -0.670
O 5.88940 -1.72264 -2.42298 0.322 -0.148 0.483
O 3.51094 -3.03161 -1.36157 1.058 -1.208 -1.233
H 4.50292 -4.75038 -2.15981 -0.200 -0.129 0.830
H 4.13661 -3.63028 -3.32200 -0.067 0.867 -0.195
H 6.65359 -3.62225 -2.54006 -0.253 -0.348 -0.238
H 6.07755 -3.20818 -0.96934 -0.185 0.357 0.090
H 6.02767 -1.68704 -3.37230 0.042 -0.012 -0.100
H 3.94766 -2.19919 -1.16675 -0.403 0.537 0.102
C -1.17295 5.76233 -1.27487 -1.917 0.379 -1.322
C -1.25142 7.08389 -2.03539 2.177 -0.462 0.075
O 0.10670 7.68238 -2.02612 -1.629 -0.241 -0.215
O -1.10934 6.00307 0.10889 0.349 -0.384 0.170
H -0.49688 5.02387 -1.70580 0.804 0.384 0.410
H -2.13666 5.31238 -1.51345 -0.444 -0.224 0.564
H -1.98868 7.71786 -1.54281 0.113 0.206 0.003
H -1.53144 6.90684 -3.07382 0.125 0.119 -0.018
H 0.43469 7.46835 -1.14965 0.324 0.262 0.047
H -0.19251 6.17585 0.33509 0.166 -0.178 0.240
C -4.79652 -7.63615 -0.28212 2.406 -0.358 -0.196
C -3.74449 -6.60329 -0.92514 -2.170 0.190 0.694
O -3.19527 -5.79032 0.10864 -0.030 -1.587 -0.174
O -5.16369 -8.62232 -1.23584 -0.050 0.412 -0.909
H -5.67279 -7.19538 0.19325 0.169 0.461 -0.191
H -4.16118 -8.10086 0.47185 -0.304 -0.116 0.525
H -4.33900 -5.97575 -1.58912 0.087 0.197 -0.330
H -2.97184 -7.07516 -1.53213 -0.054 -0.529 0.227
H -3.20350 -4.88750 -0.21761 -0.145 0.682 0.084
H -5.41681 -9.47186 -0.86729 0.091 0.284 0.448
C 2.25409 -1.53084 6.33012 0.653 1.283 0.675
C 2.77579 -0.03658 6.20359 -0.154 -2.136 -1.558
O 1.72008 0.72569 5.61247 0.593 0.167 0.745
O 1.67163 -1.68117 7.62341 -0.044 -0.458 -0.283
H 3.02473 -2.27853 6.14257 0.446 0.113 0.745
H 1.53898 -1.78693 5.54838 -0.249 0.633 -0.117
H 3.62981 -0.07703 5.52749 -0.099 0.284 -0.482
H 3.19270 0.41541 7.10357 -0.508 -0.332 0.383
H 1.26281 1.10246 6.36783 -0.372 0.305 -0.168
H 0.75663 -1.40525 7.53262 -0.150 -0.095 0.169
C 4.60033 -0.39187 0.69671 0.458 -1.193 -0.179
C 4.43045 0.73231 -0.30224 0.272 -0.610 1.018
O 4.15857 0.16773 -1.57613 -0.322 0.605 -0.126
O 5.86163 -1.11415 0.60799 0.007 0.666 0.547
H 3.85912 -1.16301 0.48681 -0.538 0.284 0.158
H 4.47689 -0.09112 1.73709 0.237 0.154 -0.065
H 5.34249 1.32912 -0.31154 -0.042 0.289 -0.102
H 3.58671 1.33330 0.03687 -0.062 0.159 -0.348
H 4.99359 -0.14247 -1.93407 0.093 -0.298 -0.276
H 6.16265 -1.21971 -0.29747 -0.146 0.241 -0.217
C -0.13433 -4.44950 -2.67423 0.841 2.326 1.388
C 0.45558 -2.96176 -2.78608 -0.440 -0.924 0.971
O -0.46358 -1.86496 -2.71915 0.854 -0.447 0.136
O -0.65554 -4.91053 -3.85162 -0.699 -0.664 -2.225
H -0.93064 -4.43897 -1.92999 0.069 0.063 0.455
H 0.66645 -5.11548 -2.35282 0.226 0.202 0.286
H 1.12384 -2.88294 -3.64358 -0.097 -0.031 -0.265
H 1.05377 -2.79941 -1.88946 0.269 -0.333 -0.122
H -1.12229 -1.95367 -3.41184 -0.518 -0.245 -0.659
H -0.46807 -5.84618 -3.95662 -0.125 0.026 -0.025
```
Forces are in eV/Å.

Values from the calculation:
Total charge: 0
LUMO level in eV: -0.46
Frontier orbital gap in Eh: 0.3159
HOMO in eV: -9.1

Atom charges from the Mulliken analysis, given in e for atoms 1 to 5: number 1, C, carries -1.3991; number 2, C, carries 1.7377; number 3, C, carries -0.7894; number 4, O, carries -0.6708; number 5, H, carries 0.2932